A molecular structure, C37H26F5N2NiO2P2S in a non-equilibrium geometry, computed with ωB97M-V/def2-TZVPD.

As for the spin multiplicity: 3. The HOMO-LUMO gap (spin up / spin down) is 7.3 / 6.7 eV. The calculation puts the total energy at -129906.5580 eV. For the energy above the lowest of the compared OMol25 structures with the same formula, charge and spin, the calculation gives 0.0000 eV. The expectation value of S² is 2.006. The net charge is +1. Its LUMO energy (spin up / spin down) is -2.742 / -3.221 eV.

```
76
Properties=species:S:1:pos:R:3:forces:R:3
Ni -0.826412 0.206909 -0.843954 -1.744 0.046 -0.237
S -2.791212 1.579509 -0.761054 0.675 0.567 -0.253
P 1.776388 0.099509 -0.262154 1.869 1.446 0.534
P 0.081788 -0.102791 2.184246 1.155 0.035 1.148
F -2.383812 -1.328391 -0.831454 -0.129 -0.632 0.017
F -7.485412 0.091309 0.523946 0.042 -0.015 -0.009
F -4.262512 -3.253791 -0.327954 -0.012 -0.196 0.040
F -5.621612 1.999009 0.021246 -0.114 0.071 0.008
F -6.808512 -2.541591 0.381546 -0.034 -0.071 -0.023
O -1.026212 0.139809 1.218446 -0.402 0.076 -0.954
O 0.890788 -1.042191 -0.618654 -0.955 -0.793 -0.370
N -0.918212 -0.015991 -2.931954 0.144 -0.196 0.213
N -2.616412 2.438509 -6.654254 -0.206 0.424 -0.301
C -5.906012 -1.606591 0.110646 0.438 0.375 -0.138
C -1.468912 0.878509 -3.747054 -0.163 0.243 -0.216
C -2.166912 1.654309 -5.953354 -0.076 0.116 -0.048
C 1.787288 1.673109 -2.522254 0.057 0.058 -0.267
C 5.801488 0.523609 -0.299554 0.037 0.115 0.055
C 1.319988 2.658309 -3.374554 0.171 -0.258 0.056
C -1.142012 -0.542391 -5.660154 -0.021 0.185 0.315
C 4.448388 0.790309 -0.219354 -0.028 0.013 -0.023
C 0.475088 1.700109 5.830646 0.141 -0.022 0.071
C -0.213712 0.868609 3.688046 0.054 -0.429 -0.343
C 3.530988 -0.204791 -0.546054 -0.444 0.072 -0.038
C 3.968688 -1.447591 -0.985054 -0.187 -0.057 -0.037
C -1.592612 0.662609 -5.118854 0.381 -0.637 0.473
C 1.792888 -3.669291 3.216046 0.135 -0.065 0.056
C 5.327688 -1.705391 -1.067854 0.100 -0.006 0.025
C -6.248212 -0.254591 0.186946 0.369 -0.249 -0.054
C 6.239988 -0.727291 -0.707854 -0.046 -0.036 -0.032
C -0.577012 -1.464591 -4.799354 -0.003 0.003 0.096
C -3.973512 0.376009 -0.427554 -0.474 -0.671 0.109
C -0.475612 -1.165191 -3.448054 -0.008 -0.238 -0.307
C -0.238712 3.382309 -1.693254 -0.119 0.039 -0.174
C 0.887088 -4.583891 2.700546 0.040 -0.017 0.000
C -1.323912 1.703609 3.722346 -0.108 -0.052 -0.229
C 0.679588 0.860109 4.751446 0.046 -0.054 0.016
C 0.301488 3.507709 -2.962554 -0.067 0.021 0.278
C 1.686888 0.555209 1.523546 -0.566 -0.457 -0.374
C 1.245788 1.539509 -1.246854 0.221 -0.256 0.616
C -0.515112 -2.788891 1.962446 -0.086 0.192 -0.060
C -0.614212 2.556509 5.850146 -0.005 -0.018 -0.044
C -3.668712 -0.985691 -0.505054 -0.710 0.834 0.293
C 0.403288 -1.867791 2.455346 -0.104 0.513 0.089
C 0.214088 2.389309 -0.826154 0.572 0.374 0.349
C -1.518412 2.548309 4.801546 -0.001 0.071 0.099
C 1.560388 -2.312491 3.087146 0.021 0.038 0.023
C -4.604812 -1.969891 -0.243854 -0.084 0.217 0.029
C -5.290012 0.715909 -0.074354 0.395 -0.561 -0.092
C -0.265212 -4.145591 2.070146 -0.002 -0.020 0.045
H -1.242012 -0.737391 -6.717954 0.002 -0.015 -0.034
H 1.529088 0.195509 4.738646 0.176 -0.075 0.073
H 2.532588 0.071509 2.014446 -0.054 -0.001 0.037
H -0.143212 2.373109 0.202846 -0.055 -0.021 -0.178
H 6.516688 1.286709 -0.035054 0.066 0.083 0.010
H -2.371312 3.207309 4.829846 -0.127 0.043 -0.061
H 4.103988 1.769109 0.087846 0.015 0.088 0.079
H 2.286088 -1.613491 3.482546 0.043 0.014 0.013
H -0.064412 4.273009 -3.630654 -0.029 0.080 -0.034
H 1.744488 2.764209 -4.360654 0.073 0.015 -0.098
H 7.297488 -0.937791 -0.744854 0.102 -0.013 -0.043
H 2.689188 -4.015491 3.710846 0.029 -0.012 0.022
H -0.753012 3.230809 6.682346 -0.044 0.008 0.063
H -1.834412 1.794309 -3.298054 -0.051 -0.167 -0.006
H -0.229412 -2.414491 -5.169554 0.075 -0.115 0.012
H -2.024612 1.685209 2.900746 -0.078 0.055 -0.104
H 1.769588 1.631209 1.685346 -0.111 -0.013 -0.066
H -0.040712 -1.872691 -2.751754 0.010 0.070 -0.009
H 2.582788 1.003009 -2.821954 0.037 0.033 -0.140
H -0.962812 -4.862591 1.663446 -0.092 -0.001 -0.004
H 1.168888 1.694809 6.656946 0.083 -0.018 0.064
H 1.083388 -5.641891 2.790346 0.015 -0.073 0.011
H 3.243588 -2.202891 -1.253154 -0.040 -0.096 0.025
H 5.683988 -2.668891 -1.398954 -0.044 -0.094 -0.035
H -1.416112 -2.432391 1.487546 -0.096 0.014 -0.120
H -1.025912 4.048309 -1.377154 -0.076 0.073 0.094
```
Forces are in eV/Å.